{"formula": "CH5NO2Si", "method": "ωB97M-V with the def2-TZVPD basis set", "elements": ["C", "N", "O", "O", "Si", "H", "H", "H", "H", "H"], "coordinates": [[1.280061, -0.459589, 0.461487], [-1.815003, -0.162134, -0.091290], [-1.928222, -1.373101, -0.012961], [-2.795412, 0.561567, -0.198368], [-0.090141, 0.641708, -0.177664], [0.953703, -0.689608, 1.454885], [1.604062, -1.412311, -0.050024], [2.282508, -0.024054, 0.559491], [0.384258, 1.118736, -2.527891], [0.124185, 1.798785, 0.582336]], "forces_ev_per_angstrom": [[0.8, -1.4, -1.2], [-0.9, -0.1, -0.2], [0.9, 0.1, 0.1], [0.7, 0.5, 0.1], [1.8, -1.2, -3.7], [-0.1, -0.5, 0.8], [-1.2, 0.8, 0.3], [-0.5, 0.9, 0.0], [-0.8, -0.6, 3.0], [-0.7, 1.5, 0.7]], "max_force_ev_per_a": 4.2, "energy_ev": -14574.9058, "charge": 0, "relative_energy_kcal_mol": 93.2, "spin_multiplicity": 1, "orbital_gap_ha": 0.3194, "lumo_energy_ev": -1.27}

***

{"formula": "C5H7NO", "method": "ωB97M-V with the def2-TZVPD basis set", "elements": ["C", "C", "C", "O", "C", "N", "C", "H", "H", "H", "H", "H", "H", "H"], "coordinates": [[1.232091, -0.218694, -1.124512], [-0.459102, 1.325370, -0.241933], [-0.898824, 2.229728, -0.914737], [-0.284897, -2.148189, 0.081693], [-0.328409, -1.079943, 0.667429], [-0.936701, -0.958487, 1.892806], [0.410360, 0.168771, 0.122106], [2.268695, 0.142351, -1.089923], [0.714415, 0.249616, -1.957934], [1.196777, -1.305784, -1.231898], [-1.276498, 2.980337, -1.584353], [-1.477266, -1.770800, 2.141643], [-1.257054, -0.101970, 2.328458], [1.096414, 0.487696, 0.911156]], "forces_ev_per_angstrom": [[-0.2, 0.1, -0.1], [0.3, 0.1, -0.7], [0.0, -0.5, 0.4], [-0.2, 0.6, 0.6], [0.0, 0.0, -0.1], [-0.3, -0.2, -0.1], [-0.1, 0.2, 0.2], [-0.4, -0.1, 0.1], [0.3, -0.3, -0.3], [0.2, 0.3, -0.1], [0.0, -0.2, 0.5], [0.0, -0.1, 0.1], [0.4, 0.0, -0.5], [-0.1, 0.0, 0.1]], "smiles": "C#C[C@H](C)C(N)=O", "max_force_ev_per_a": 0.8, "energy_ev": -8834.4022, "charge": 0, "relative_energy_kcal_mol": 41.5, "spin_multiplicity": 1, "orbital_gap_ha": 0.3934, "lumo_energy_ev": 0.88}

***

{"formula": "C45H50O25", "method": "ωB97M-V with the def2-TZVPD basis set", "elements": ["C", "C", "C", "O", "C", "C", "C", "O", "O", "O", "H", "H", "H", "H", "C", "C", "C", "O", "C", "C", "C", "O", "O", "O", "H", "H", "H", "H", "C", "C", "C", "O", "C", "C", "C", "O", "O", "O", "H", "H", "H", "H", "C", "C", "C", "O", "C", "C", "C", "O", "O", "O", "H", "H", "H", "H", "C", "C", "C", "O", "C", "C", "C", "O", "O", "O", "H", "H", "H", "H", "C", "C", "O", "C", "H", "H", "H", "H", "H", "H", "C", "C", "O", "C", "H", "H", "H", "H", "H", "H", "C", "C", "O", "C", "H", "H", "H", "H", "H", "H", "C", "C", "O", "C", "H", "H", "H", "H", "H", "H", "C", "C", "O", "C", "H", "H", "H", "H", "H", "H"], "coordinates": [[17.931000, 24.607000, 34.446000], [18.932000, 23.966000, 33.513000], [20.132000, 24.542000, 33.109000], [20.865000, 24.055000, 32.256000], [20.535000, 25.746000, 33.739000], [19.675000, 26.525000, 34.627000], [18.449000, 25.755000, 35.211000], [17.713000, 26.280000, 36.137000], [19.986000, 27.730000, 35.120000], [18.421000, 22.835000, 32.899000], [16.961000, 24.063000, 34.611000], [21.565000, 26.256000, 33.460000], [20.894000, 28.204000, 34.787000], [19.031000, 22.717000, 32.151000], [24.017000, 25.222000, 35.527000], [23.721000, 26.062000, 36.821000], [22.525000, 25.925000, 37.580000], [22.364000, 26.645000, 38.561000], [21.697000, 24.861000, 37.202000], [22.013000, 23.828000, 36.130000], [23.167000, 24.074000, 35.308000], [23.467000, 23.245000, 34.420000], [21.130000, 22.753000, 35.831000], [24.487000, 27.198000, 37.091000], [24.816000, 25.250000, 34.818000], [20.765000, 24.637000, 37.554000], [20.514000, 22.707000, 36.455000], [24.206000, 27.577000, 37.830000], [25.970000, 24.883000, 31.191000], [24.523000, 24.368000, 31.420000], [24.210000, 22.982000, 31.132000], [23.051000, 22.541000, 31.325000], [25.264000, 22.126000, 30.589000], [26.718000, 22.653000, 30.418000], [27.103000, 24.026000, 30.823000], [28.211000, 24.388000, 31.081000], [27.672000, 21.943000, 29.811000], [23.579000, 25.084000, 31.916000], [26.361000, 25.845000, 31.500000], [24.999000, 20.975000, 30.259000], [27.252000, 20.965000, 29.758000], [22.898000, 24.459000, 31.894000], [18.278000, 21.573000, 29.279000], [19.739000, 21.333000, 29.633000], [20.431000, 20.268000, 28.837000], [21.644000, 20.022000, 29.216000], [19.826000, 19.759000, 27.721000], [18.366000, 20.151000, 27.262000], [17.577000, 21.013000, 28.120000], [16.350000, 21.255000, 27.849000], [17.838000, 19.628000, 26.018000], [20.284000, 21.880000, 30.702000], [17.768000, 22.138000, 29.930000], [20.357000, 19.071000, 27.069000], [16.938000, 20.144000, 26.125000], [21.122000, 21.482000, 30.775000], [33.107000, 23.646000, 28.927000], [31.930000, 23.948000, 29.915000], [32.083000, 24.963000, 30.938000], [31.155000, 25.191000, 31.658000], [33.314000, 25.780000, 30.909000], [34.468000, 25.453000, 29.983000], [34.375000, 24.332000, 29.013000], [35.225000, 24.180000, 28.103000], [35.563000, 26.304000, 29.941000], [30.735000, 23.404000, 29.841000], [33.073000, 22.687000, 28.273000], [33.420000, 26.801000, 31.401000], [35.400000, 26.961000, 30.475000], [30.271000, 23.592000, 30.742000], [21.825000, 20.341000, 33.874000], [20.817000, 19.230000, 33.842000], [20.945000, 18.383000, 32.985000], [19.693000, 19.182000, 34.923000], [22.678000, 20.051000, 33.307000], [22.229000, 20.545000, 34.909000], [21.686000, 21.470000, 33.646000], [19.350000, 19.996000, 34.899000], [20.120000, 18.981000, 35.744000], [18.855000, 18.582000, 34.678000], [24.776000, 18.341000, 29.918000], [26.141000, 18.452000, 29.221000], [26.718000, 19.530000, 29.010000], [26.677000, 17.045000, 28.802000], [25.006000, 18.411000, 30.994000], [24.079000, 17.647000, 29.640000], [24.161000, 19.182000, 29.615000], [27.253000, 16.557000, 29.598000], [27.402000, 17.323000, 27.836000], [25.734000, 16.421000, 28.209000], [23.545000, 30.058000, 35.416000], [23.525000, 28.954000, 34.354000], [22.360000, 28.518000, 34.140000], [24.763000, 28.291000, 33.825000], [23.227000, 30.938000, 35.041000], [24.515000, 30.206000, 35.794000], [22.973000, 29.807000, 36.294000], [25.235000, 27.640000, 34.510000], [25.343000, 29.154000, 33.630000], [24.534000, 27.650000, 33.069000], [29.648000, 27.891000, 30.130000], [29.988000, 27.232000, 28.896000], [31.180000, 27.307000, 28.552000], [28.961000, 26.490000, 28.137000], [30.309000, 28.780000, 30.367000], [29.922000, 27.292000, 30.830000], [28.603000, 28.165000, 30.223000], [28.126000, 26.279000, 28.809000], [29.572000, 25.670000, 27.603000], [28.575000, 27.056000, 27.316000], [20.116000, 29.295000, 31.825000], [20.796000, 28.638000, 30.654000], [20.327000, 28.622000, 29.600000], [22.231000, 28.175000, 30.852000], [19.703000, 28.561000, 32.389000], [19.277000, 29.857000, 31.468000], [20.762000, 29.865000, 32.368000], [22.656000, 27.714000, 30.075000], [22.507000, 27.698000, 31.748000], [22.589000, 29.065000, 31.016000]], "forces_ev_per_angstrom": [[4.7, -2.6, -2.6], [-9.4, -0.8, 3.5], [3.5, 1.7, -0.5], [-0.4, -0.8, -0.4], [0.0, 5.0, 2.5], [3.1, -2.2, -1.2], [-4.2, 3.0, 1.9], [3.4, -2.0, -3.2], [0.9, -0.3, -0.7], [1.8, 1.8, 0.3], [1.2, 1.0, 0.1], [-2.3, -1.3, 0.3], [-2.1, -1.8, 0.4], [0.2, -0.7, -0.3], [-2.2, 3.1, 6.2], [4.8, -0.1, -7.3], [-0.4, -0.2, 1.9], [-0.2, 0.1, -0.4], [0.8, -5.9, -5.6], [-4.0, 2.9, 4.5], [1.7, -2.2, -2.5], [-0.6, 1.4, 1.2], [6.8, 2.9, -3.7], [1.2, -5.0, -6.0], [0.7, 0.6, 0.2], [-2.2, 0.2, 1.8], [-4.3, -0.2, 4.3], [-2.3, 2.5, 5.5], [-4.9, -1.7, 0.7], [8.2, 3.0, -1.2], [-0.5, -3.8, -0.9], [1.7, 1.4, -0.2], [4.2, -0.4, -1.0], [-4.4, -3.3, -1.0], [-3.4, 0.3, 1.4], [2.2, 0.0, -0.4], [-2.4, -2.0, 1.3], [1.6, 2.1, 0.1], [-0.8, 0.3, 0.2], [0.8, 3.5, 1.0], [1.3, 2.3, -0.6], [-3.7, -1.6, 0.6], [6.2, -2.5, -0.9], [-6.8, 0.2, -1.4], [5.0, 1.3, 2.9], [-3.6, 0.4, -1.1], [-6.8, -0.1, -4.6], [6.4, -4.1, -1.8], [-2.7, 1.9, 1.1], [3.5, -1.0, 0.3], [-0.8, 3.6, 4.9], [-2.6, 0.1, -1.5], [-2.0, 2.2, 2.1], [-0.1, 0.2, 0.2], [1.5, -1.4, -0.9], [2.9, -0.7, 0.6], [-4.9, -1.5, 3.4], [4.7, -2.4, -5.2], [2.5, 2.1, -0.6], [-1.4, 0.2, 1.5], [4.6, -0.1, -3.1], [-3.1, 2.9, 4.1], [0.8, 0.1, -3.0], [-1.2, 0.2, 2.4], [-0.4, -7.5, -4.8], [0.0, -0.2, 1.6], [-0.2, 2.1, 1.1], [-0.6, -1.7, -0.3], [-1.3, 5.7, 4.7], [0.4, 0.1, -1.9], [1.0, 2.7, 1.9], [-0.8, -0.3, -0.4], [-0.3, 0.0, 0.3], [3.1, -8.5, -6.9], [0.5, -0.3, -0.7], [-0.5, -0.7, -0.6], [-0.9, -2.0, -0.2], [-4.8, 12.2, 0.3], [2.9, -1.7, 6.5], [-0.3, -1.4, -0.3], [1.9, 3.5, 0.4], [-0.5, -0.6, -0.3], [-0.8, -2.4, 0.6], [-0.4, 1.4, -5.0], [-0.5, -0.2, -0.3], [-0.8, -3.0, -0.4], [0.3, 1.0, 0.4], [-0.5, -0.2, -0.3], [-1.4, -1.0, 2.7], [2.8, 1.5, 2.4], [1.5, -3.0, 0.2], [-3.7, -1.5, 2.2], [2.6, 0.4, -0.5], [-1.4, 2.2, 1.5], [-1.3, 2.9, -1.4], [1.6, 0.3, 0.3], [-0.7, -0.4, -0.1], [0.5, -0.1, 1.5], [1.5, 0.3, -0.8], [-0.7, -1.2, -2.8], [-1.4, 5.6, -2.1], [3.2, 0.9, -1.6], [-1.8, -0.7, -0.1], [1.3, -1.5, -0.7], [-0.8, -0.7, -0.8], [1.2, -4.3, 4.9], [-0.2, 0.0, 0.1], [0.2, -0.8, -0.3], [-1.5, 0.6, 1.2], [-0.2, 0.8, -0.4], [-0.6, 0.1, -2.9], [2.3, -0.4, 3.9], [-2.4, -0.2, -4.8], [-3.6, -1.8, 1.8], [-1.0, -2.4, 2.1], [-0.3, 0.6, -0.3], [1.7, 1.6, 1.7], [1.3, -1.6, -3.2], [-0.4, -1.1, 1.3], [2.9, 5.2, 0.4]], "smiles": "O=C1C=C(O)C(=O)C=C1O.O=C1C=C(O)C(=O)C=C1O.O=C1C=C(O)C(=O)C=C1O.O=C1C=C(O)C(=O)C=C1O.O=C1C=C(O)C(=O)C=C1O.CC(C)=O.CC(C)=O.CC(C)=O.CC(C)=O.CC(C)=O", "max_force_ev_per_a": 13.1, "energy_ev": -98640.5149, "charge": 0, "relative_energy_kcal_mol": 7.6, "spin_multiplicity": 1, "orbital_gap_ha": 0.1981, "lumo_energy_ev": -3.05}